[1]
{"formula": "C26H46F6O34PS7", "method": "the ωB97M-V functional and the def2-TZVPD basis", "species": ["P", "F", "F", "F", "F", "F", "F", "O", "C", "O", "C", "C", "C", "H", "H", "H", "H", "H", "H", "O", "C", "O", "C", "C", "C", "H", "H", "H", "H", "H", "H", "O", "C", "O", "C", "C", "C", "H", "H", "H", "H", "H", "H", "C", "C", "O", "S", "O", "O", "O", "H", "H", "H", "H", "C", "C", "O", "S", "O", "O", "O", "H", "H", "H", "H", "C", "C", "O", "S", "O", "O", "O", "H", "H", "H", "H", "C", "C", "O", "S", "O", "O", "O", "H", "H", "H", "H", "C", "C", "O", "S", "O", "O", "O", "H", "H", "H", "H", "C", "C", "O", "S", "O", "O", "O", "H", "H", "H", "H", "C", "C", "O", "S", "O", "O", "O", "H", "H", "H", "H"], "positions_angstrom": [[0.4497, -0.2733, -0.4277], [0.4522, 1.3509, -0.6366], [-0.6458, -0.4821, -1.5587], [1.6612, -0.3391, -1.5119], [0.5175, -1.9203, -0.2883], [1.5608, -0.0523, 0.7430], [-0.7945, -0.2543, 0.6453], [-7.2806, -1.1591, 2.2269], [-6.1181, -0.7506, 2.2890], [-5.4746, -0.2264, 1.1625], [-4.1228, 0.0714, 1.3937], [-4.0181, 0.1936, 2.9300], [-5.1732, -0.5635, 3.5030], [-3.7280, 0.9128, 0.8244], [-3.6448, -0.8122, 0.9707], [-4.1149, 1.2742, 3.0352], [-3.1294, -0.2487, 3.3802], [-5.7015, -0.1064, 4.3397], [-4.9086, -1.5587, 3.8604], [-0.3345, 3.5304, 5.7156], [0.0180, 2.8632, 4.7282], [0.0968, 1.5211, 4.6995], [0.5114, 1.1169, 3.3399], [1.3098, 2.2368, 2.7624], [0.5100, 3.4284, 3.3934], [-0.4868, 1.0042, 2.9168], [0.8570, 0.0922, 3.2027], [1.2536, 2.1020, 1.6822], [2.3412, 2.2204, 3.1146], [-0.3861, 3.6834, 2.8276], [1.0047, 4.3918, 3.5165], [-3.4362, 4.0695, 2.4272], [-2.7972, 4.2346, 1.3423], [-1.9480, 3.3291, 0.9485], [-1.3687, 3.7482, -0.2451], [-2.2157, 4.8183, -0.8955], [-2.9123, 5.3245, 0.3252], [-1.0641, 3.0066, -0.9836], [-0.4359, 4.2558, 0.0003], [-2.9169, 4.4488, -1.6438], [-1.6285, 5.6090, -1.3626], [-3.9837, 5.4971, 0.2232], [-2.4263, 6.1739, 0.8053], [4.4499, -1.3484, 3.4714], [4.6143, -1.4658, 1.9543], [5.8133, -0.8194, 1.6325], [6.3367, 0.2124, 2.8325], [5.6458, 1.4892, 2.7616], [7.7990, 0.1644, 2.8639], [5.6162, -0.8303, 3.8848], [4.1550, -2.3132, 3.8842], [3.6488, -0.7182, 3.8576], [3.7319, -1.0633, 1.4568], [4.8372, -2.4872, 1.6458], [3.6585, 2.7094, -0.1897], [3.4262, 4.0663, -0.9189], [4.1265, 5.0707, -0.2737], [5.2495, 4.4623, 0.8636], [4.7296, 4.6473, 2.2344], [6.6096, 4.7658, 0.4615], [4.9509, 2.8752, 0.4776], [3.7714, 1.8261, -0.8184], [2.9859, 2.5461, 0.6523], [2.3844, 4.3759, -0.8356], [3.8057, 4.2125, -1.9302], [-3.7227, -0.3954, -2.9550], [-4.2657, 1.0048, -3.4052], [-5.6916, 0.9427, -3.3350], [-6.2541, -0.6761, -3.2797], [-6.9969, -1.0103, -4.5194], [-6.8758, -0.8455, -1.9657], [-4.7444, -1.3191, -3.3345], [-3.5794, -0.4470, -1.8757], [-2.7759, -0.6224, -3.4450], [-3.8794, 1.2422, -4.3964], [-4.0023, 1.8372, -2.7526], [0.6041, 1.1478, -4.0182], [2.0296, 1.5506, -3.7241], [2.2460, 2.7349, -4.4603], [1.3094, 2.8692, -5.8461], [2.0407, 2.3409, -6.9748], [0.6147, 4.1579, -6.0145], [0.3143, 1.7009, -5.2856], [-0.1835, 1.3489, -3.2921], [0.3323, 0.0964, -4.1121], [2.7581, 0.7404, -3.7571], [1.9573, 1.9030, -2.6952], [0.7850, -4.5432, 3.1628], [0.7208, -3.1450, 2.5272], [1.8875, -3.1078, 1.7626], [1.9941, -4.5062, 0.8567], [3.3430, -4.7867, 0.3934], [0.8786, -4.5960, -0.1078], [1.6089, -5.2939, 2.2378], [-0.2355, -4.9253, 3.1881], [1.1355, -4.5962, 4.1935], [0.7135, -2.2892, 3.2023], [-0.2159, -3.0339, 1.9810], [3.2783, -3.2347, -2.5723], [2.2139, -2.8796, -3.5362], [2.2230, -3.8319, -4.5533], [3.1352, -5.2006, -4.1580], [4.5613, -5.2468, -4.6772], [2.2756, -6.3820, -4.3268], [3.1659, -4.6925, -2.5689], [3.0545, -2.9241, -1.5518], [4.1955, -2.7953, -2.9643], [2.4388, -1.9456, -4.0511], [1.2376, -2.8315, -3.0539], [-2.3718, -4.9131, -0.2538], [-2.5582, -3.5627, -0.9235], [-3.5825, -2.8474, -0.2793], [-4.0276, -3.5867, 1.1321], [-5.5287, -3.6100, 1.2611], [-3.2045, -3.0627, 2.2202], [-3.4723, -5.0603, 0.5385], [-1.4881, -4.9056, 0.3842], [-2.4055, -5.6759, -1.0317], [-2.9700, -3.5342, -1.9324], [-1.7150, -2.8956, -0.7443]], "lowdin_charge": [0.2362, -0.1673, -0.1408, -0.1540, -0.1771, -0.1525, -0.1507, 0.0811, -0.3944, -0.0077, -0.1812, -0.1388, -0.0814, 0.1180, 0.0782, 0.1122, 0.1137, 0.1252, 0.1134, 0.0661, -0.4482, 0.0273, -0.1560, -0.1293, -0.0424, 0.1144, 0.1021, 0.0765, 0.1230, 0.1017, 0.1242, 0.0556, -0.4670, 0.0500, -0.1888, -0.1428, -0.0860, 0.1134, 0.1253, 0.1135, 0.1230, 0.1366, 0.1410, -0.2376, -0.1841, -0.1991, 0.7690, -0.2364, -0.2301, -0.1864, 0.1333, 0.1251, 0.1104, 0.1287, -0.1076, -0.2029, -0.2131, 0.7636, -0.2633, -0.2409, -0.2504, 0.1287, 0.0959, 0.1226, 0.1313, -0.1587, -0.1687, -0.2112, 0.7700, -0.2681, -0.2345, -0.2162, 0.1136, 0.1238, 0.1210, 0.1189, -0.1927, -0.1886, -0.2002, 0.7416, -0.2442, -0.2532, -0.2085, 0.1080, 0.1243, 0.1305, 0.1001, -0.1273, -0.2024, -0.2332, 0.7458, -0.2178, -0.2536, -0.2095, 0.1239, 0.1292, 0.1317, 0.1101, -0.1613, -0.2393, -0.1960, 0.8126, -0.2869, -0.2582, -0.2232, 0.1170, 0.1367, 0.1268, 0.1318, -0.2094, -0.1655, -0.2299, 0.7917, -0.2339, -0.2538, -0.1892, 0.1065, 0.1465, 0.1382, 0.1129], "e_lumo_ev": 1.47, "multiplicity": 1, "orbital_gap_ha": 0.3542, "total_charge": -1}


[2]
{"formula": "C3H5BN2O2", "method": "the ωB97M-V functional and the def2-TZVPD basis", "species": ["B", "C", "C", "C", "N", "N", "O", "O", "H", "H", "H", "H", "H"], "positions_angstrom": [[1.4192, -0.0797, -0.0832], [-2.3534, -0.3362, 0.1139], [-1.4621, -1.2809, -0.0862], [-0.8072, 1.1884, -0.1386], [-2.0512, 0.9461, -0.0107], [0.0408, 0.2010, -0.3728], [1.8988, -1.3157, -0.0247], [2.1077, 1.1013, 0.0809], [-3.3515, -0.4366, 0.2825], [-0.9048, -2.1665, -0.1417], [-0.5065, 2.3297, -0.0675], [2.8819, -1.2956, 0.2445], [3.0884, 1.1447, 0.2035]], "nbo_charge": [1.1753, -0.0859, -0.0017, 0.3178, -0.5420, -0.7368, -0.8713, -0.9070, 0.2271, 0.2346, 0.2031, 0.4952, 0.4916], "e_lumo_ev": 0.12, "multiplicity": 1, "orbital_gap_ha": 0.3284, "relative_energy_kcal_mol": 69.4, "total_charge": 0}


[3]
{"formula": "C19H19N5OS2", "method": "the ωB97M-V functional and the def2-TZVPD basis", "species": ["C", "C", "C", "C", "C", "C", "C", "N", "C", "N", "C", "C", "S", "C", "N", "N", "C", "C", "C", "C", "O", "C", "C", "N", "C", "C", "S", "H", "H", "H", "H", "H", "H", "H", "H", "H", "H", "H", "H", "H", "H", "H", "H", "H", "H", "H"], "positions_angstrom": [[1.5332, -2.9980, -1.7800], [1.7316, -2.1075, -0.5863], [2.0377, -2.6531, 0.6499], [2.2155, -1.8553, 1.7669], [2.0942, -0.4822, 1.6545], [1.7950, 0.0880, 0.4323], [1.6064, -0.7147, -0.6864], [1.2922, -0.1684, -1.9355], [0.8881, 1.0841, -2.2179], [0.6717, 2.0511, -1.3996], [0.2154, 3.1735, -2.0268], [-0.1766, 4.3360, -1.1980], [-1.8687, 4.0500, -0.5126], [-1.4677, 2.6729, 0.4853], [-0.8094, 2.7082, 1.6073], [-0.6766, 1.4546, 2.0365], [-1.2554, 0.6482, 1.1730], [-1.2852, -0.7847, 1.3015], [-1.5185, -1.7752, 0.3012], [-1.3874, -2.9722, 0.9244], [-1.0975, -2.8021, 2.2267], [-1.0260, -1.4814, 2.4613], [-0.7261, -1.0055, 3.8324], [-1.7933, 1.3843, 0.1545], [-2.5409, 0.9650, -0.9924], [0.0783, 3.0679, -3.3736], [0.5459, 1.4940, -3.9192], [2.2776, -2.7957, -2.5523], [1.6335, -4.0397, -1.4876], [0.5401, -2.8639, -2.2102], [2.1320, -3.7260, 0.7387], [2.4495, -2.3090, 2.7180], [2.2212, 0.1542, 2.5153], [1.6956, 1.1556, 0.3389], [1.3645, -0.7940, -2.7238], [-0.2499, 5.2504, -1.7813], [0.4841, 4.4601, -0.3424], [-1.7324, -1.6254, -0.7359], [-1.4739, -3.9786, 0.5669], [-0.5789, 0.0697, 3.8008], [0.1726, -1.4903, 4.2071], [-1.5466, -1.2484, 4.5076], [-3.0138, 1.8429, -1.4343], [-1.8817, 0.5092, -1.7353], [-3.3076, 0.2480, -0.6977], [-0.2619, 3.8034, -4.0722]], "nbo_charge": [-0.6410, -0.0698, -0.1920, -0.2352, -0.1831, -0.2612, 0.2077, -0.6094, 0.2984, -0.5342, 0.1247, -0.5200, 0.2377, 0.1474, -0.2724, -0.3015, 0.3357, -0.2091, -0.2957, 0.0838, -0.3996, 0.3759, -0.6827, -0.3560, -0.4132, -0.4467, 0.3123, 0.2109, 0.2291, 0.2111, 0.2071, 0.2124, 0.2229, 0.2570, 0.4072, 0.2360, 0.2528, 0.2226, 0.2030, 0.2756, 0.2253, 0.2251, 0.2390, 0.2046, 0.2173, 0.2402], "e_lumo_ev": 0.35, "smiles": "Cc1ccccc1Nc1nc(CSc2nnc(-c3ccoc3C)n2C)cs1", "multiplicity": 1, "orbital_gap_ha": 0.2989, "relative_energy_kcal_mol": 0.0, "total_charge": 0}


[4]
{"formula": "C4H4N3O", "method": "the ωB97M-V functional and the def2-TZVPD basis", "species": ["C", "C", "C", "C", "N", "N", "N", "O", "H", "H", "H", "H"], "positions_angstrom": [[2.0701, -0.9035, 0.1288], [-1.6099, -0.0731, -0.3272], [0.6271, 0.9723, -0.0915], [1.0975, -0.2352, 0.7617], [2.9548, -1.2076, -0.5347], [-0.7279, 0.9955, -0.4945], [-1.2397, -1.1978, 0.1127], [1.4165, 1.8365, -0.1405], [-2.6763, 0.3013, -0.6051], [0.9861, -0.3112, 1.8928], [-1.1757, 1.8209, -1.1142], [-1.7227, -1.9981, 0.4116]], "nbo_charge": [0.0952, 0.3371, 0.6449, 0.1007, 0.0406, -0.6375, -0.6153, -0.4125, 0.2229, 0.3183, 0.4776, 0.4281], "e_lumo_ev": [-8.26, -8.26], "multiplicity": 1, "orbital_gap_ha": [0.2655, 0.2653], "relative_energy_kcal_mol": 72.3, "total_charge": 1}